[1]
A cluster of 2 separate species, C18H26Br3NO2PS in total, computed with ωB97M-V with the def2-TZVPD basis set.

**E_LUMO**: -0.1494 Eh
**HOMO**: -11.402 eV
**Maximum force**: 0.0320 hartree/bohr
**Net charge**: +1

Cartesian coordinates (Å):
C1 -3.7794 -2.5644 -1.9745
C2 -3.7899 -1.5083 -3.1186
C3 -2.7330 -0.3580 -2.8899
Br1 -3.1987 1.3089 -3.7837
C4 -2.4461 -0.2063 -1.4023
C5 -3.3278 0.4107 -0.4710
S1 -4.9152 1.0910 -0.9344
C6 -3.0012 0.5184 0.8579
N1 -1.8467 0.0010 1.2949
C7 -0.9633 -0.6361 0.5063
P1 0.6052 -1.3703 1.1856
C8 0.0935 -3.0366 1.8445
C9 1.1402 -0.4600 2.7111
C10 2.4166 -1.2118 3.2220
C11 -1.2366 -0.7356 -0.8686
C12 -0.2293 -1.4327 -1.7437
Br2 -0.0440 -3.3619 -1.6551
C13 0.5316 -0.7695 -2.6178
C14 0.4786 0.7506 -2.7978
Br3 1.7807 -1.6424 -3.7856
H1 -4.3425 -2.2335 -1.0893
H2 -4.2895 -3.4721 -2.3396
H3 -2.7591 -2.8929 -1.7311
H4 -3.4404 -2.0588 -4.0058
H5 -4.7854 -1.0806 -3.2835
H6 -1.8072 -0.7074 -3.3595
H7 -5.6757 0.0177 -1.2779
H8 -3.6939 1.0256 1.5321
H9 -1.6459 0.0901 2.2876
H10 0.9655 -3.5807 2.2372
H11 -0.3601 -3.6586 1.0639
H12 -0.6555 -2.9631 2.6554
H13 1.3131 0.6058 2.5473
H14 0.3718 -0.6251 3.4920
H15 3.2095 -0.5169 3.5217
H16 2.1665 -1.8569 4.0755
H17 2.8173 -1.8742 2.4329
H18 1.5182 1.0996 -2.8073
H19 -0.0138 0.9235 -3.7700
H20 -0.1288 1.2366 -2.0258
O1 1.9316 1.7637 0.1526
C15 2.7598 2.3427 0.8019
O2 3.0753 2.0122 2.0764
C16 4.0209 2.9626 2.6089
C17 4.6845 3.5833 1.3935
C18 3.5623 3.5481 0.3628
H21 3.4757 3.6961 3.2064
H22 4.7321 2.4463 3.2501
H23 5.0806 4.5791 1.5822
H24 5.5094 2.9522 1.0583
H25 2.9274 4.4341 0.4188
H26 3.9412 3.4150 -0.6471

Atom charges from the Mulliken analysis, given in e for atoms 1 to 2: -0.72, -0.57

***

[2]
An isolated molecule of C18H18N4O2, computed with ωB97M-V with the def2-TZVPD basis set.

**Relative energy (zero: lowest compared OMol25 entry of this formula, charge and spin)**: 87.4 kcal per mole
**E_LUMO**: 0.0015 Eh
**HOMO**: -7.515 eV
**Structure (SMILES)**: CCOc1ccc(/N=N/c2c(C)[nH]n(-c3ccccc3)c2=O)cc1
**Maximum force**: 0.0560 hartree/bohr

Cartesian coordinates (Å):
C1 -6.8731 -0.6004 -1.9357
C2 -7.0061 -0.1152 -0.4948
O1 -6.1842 -0.8387 0.3982
C3 -4.8463 -0.6020 0.4396
C4 -4.1768 0.4106 -0.2466
C5 -2.8141 0.5597 -0.1015
C6 -2.0763 -0.3075 0.7134
C7 -2.7538 -1.3325 1.3887
C8 -4.1137 -1.4657 1.2637
H1 -4.6504 -2.2423 1.7859
H2 -2.1831 -2.0021 2.0125
N1 -0.7099 -0.2818 0.8303
N2 -0.1191 0.8000 0.5095
C9 1.2397 0.7853 0.4756
C10 1.9978 1.9346 0.4479
N3 3.3017 1.6044 0.2559
N4 3.4248 0.2255 0.2705
C11 4.6522 -0.3895 0.0221
C12 5.6948 0.3261 -0.5652
C13 6.9129 -0.2886 -0.7893
C14 7.1041 -1.6145 -0.4418
C15 6.0630 -2.3280 0.1296
C16 4.8433 -1.7256 0.3697
H3 4.0298 -2.2802 0.8056
H4 6.2020 -3.3645 0.3974
H5 8.0564 -2.0897 -0.6214
H6 7.7141 0.2740 -1.2458
H7 5.5528 1.3523 -0.8714
C17 2.1508 -0.3608 0.3622
O2 1.9406 -1.5507 0.3095
H8 4.0789 2.1569 0.5902
C18 1.5608 3.3429 0.5936
H9 1.8809 3.7517 1.5525
H10 0.4765 3.3750 0.5443
H11 1.9824 3.9595 -0.1986
H12 -2.2887 1.3367 -0.6372
H13 -4.7078 1.0901 -0.8959
H14 -6.8052 0.9610 -0.4242
H15 -8.0225 -0.2979 -0.1345
H16 -5.8581 -0.4615 -2.2997
H17 -7.1140 -1.6591 -1.9906
H18 -7.5573 -0.0480 -2.5741

Atom charges from the Mulliken analysis, given in e for atoms 1 to 2: -1.04, -0.42

***

[3]
The ion C8H12NO with charge +1, computed with ωB97M-V with the def2-TZVPD basis set.

**Relative energy (zero: lowest compared OMol25 entry of this formula, charge and spin)**: 69.1 kcal per mole
**E_LUMO**: -0.1812 Eh
**HOMO**: -13.366 eV
**Maximum force**: 0.1133 hartree/bohr
**Net charge**: +1

Cartesian coordinates (Å):
C1 -0.5301 0.2307 -1.2562
C2 -0.6856 -0.9741 -0.6311
C3 0.7065 1.3889 0.4018
C4 0.4601 -0.2486 1.2951
C5 -1.0154 0.2614 -2.7260
C6 -1.0789 -2.1985 -1.3144
C7 1.3696 2.4035 1.2002
C8 0.7280 -0.6018 2.7298
N1 0.1523 1.3341 -0.7484
O1 -0.1337 -1.1601 0.6049
H1 -1.0144 1.3306 -3.1406
H2 -2.0540 0.0300 -2.7136
H3 -0.3170 -0.4096 -3.4299
H4 -1.4903 -2.7426 -0.5394
H5 -0.1700 -2.6021 -1.8363
H6 -1.8726 -2.0681 -2.0448
H7 1.3110 3.2947 0.7115
H8 2.3002 2.0319 1.6552
H9 0.9710 2.6035 2.1594
H10 0.1561 0.2042 3.4202
H11 1.6818 -0.4892 3.2138
H12 0.5256 -1.6189 2.9885

Atom charges from the Mulliken analysis, given in e for atoms 1 to 2: 0.89, 0.27

***

[4]
A cluster of 2 separate species, C2H4NP in total, computed with ωB97M-V with the def2-TZVPD basis set.

**Relative energy (zero: lowest compared OMol25 entry of this formula, charge and spin)**: 101.8 kcal per mole
**E_LUMO (spin up / spin down)**: -0.0733 / 0.0058 Eh
**HOMO (spin up / spin down)**: -8.756 / -9.223 eV
**Maximum force**: 0.0519 hartree/bohr

Cartesian coordinates (Å):
C1 0.1943 -0.2729 1.0070
C2 -0.7349 0.3831 -1.9881
N1 -0.4459 -0.4802 2.0409
P1 1.3440 -1.0022 2.1920
H1 0.3314 0.4058 -1.9895
H2 -1.2882 1.2599 -1.7326
H3 -1.2606 -0.5296 -2.1745
H4 1.8599 0.2361 2.6448

Atom charges from the Mulliken analysis, given in e for atoms 1 to 2: 0.16, -0.92

***

[5]
An isolated molecule of C2H9N3O, computed with ωB97M-V with the def2-TZVPD basis set.

**Relative energy (zero: lowest compared OMol25 entry of this formula, charge and spin)**: 103.0 kcal per mole
**E_LUMO**: 0.0360 Eh
**HOMO**: -8.761 eV
**Structure (SMILES)**: CNCNNO
**Maximum force**: 0.0686 hartree/bohr

Cartesian coordinates (Å):
C1 1.0493 0.0511 0.3113
C2 -1.1495 0.6736 1.2745
N1 -0.4818 -0.4027 -1.6660
N2 0.1543 -0.7960 -0.4926
N3 0.4572 0.3550 1.5740
O1 0.2911 -0.7910 -2.8024
H1 1.2171 -0.5365 -2.6531
H2 -0.5363 0.6200 -1.6863
H3 -0.2021 -1.6525 -0.0860
H4 0.4974 -0.4677 2.1710
H5 2.0016 -0.4807 0.4522
H6 1.1949 0.9840 -0.2500
H7 -1.8562 0.0404 0.7302
H8 -1.1036 1.6670 0.8352
H9 -1.5334 0.7361 2.2882

Atom charges from the Mulliken analysis, given in e for atoms 1 to 2: -0.60, -0.82

***

[6]
An isolated molecule of C5H15NOSSi, computed with ωB97M-V with the def2-TZVPD basis set.

**E_LUMO**: 0.0117 Eh
**HOMO**: -8.465 eV
**Structure (SMILES)**: C[Si](C)(C)N=S(C)(C)=O
**Maximum force**: 0.1243 hartree/bohr

Cartesian coordinates (Å):
C1 -2.5326 0.5900 1.2600
C2 -2.0671 -1.7044 -0.6158
C3 -1.3262 1.1358 -1.7503
C4 2.3404 1.4265 -0.1835
C5 2.9439 -1.1535 1.3837
N1 0.0473 -0.1645 0.7378
O1 2.1366 -1.0397 -1.1391
Si1 -1.3910 -0.0423 -0.1849
S1 1.7965 -0.4024 0.1324
H1 -3.5912 0.5246 1.0488
H2 -2.3141 -0.0511 2.0871
H3 -2.2410 1.5816 1.5277
H4 -1.7599 -1.8478 -1.6423
H5 -1.7632 -2.5490 0.0457
H6 -3.1515 -1.8350 -0.5907
H7 -2.2946 1.1741 -2.2834
H8 -1.1494 2.1919 -1.5650
H9 -0.4501 0.8693 -2.5529
H10 3.4335 1.3564 -0.3155
H11 1.6346 1.6997 -0.8408
H12 2.1618 1.9095 0.7686
H13 2.6957 -2.1675 1.6587
H14 3.7840 -1.1067 0.7825
H15 3.0575 -0.3954 2.2313

Atom charges from the Mulliken analysis, given in e for atoms 1 to 2: -1.07, -1.00

***

[7]
An isolated molecule of C6H10, computed with ωB97M-V with the def2-TZVPD basis set.

**Relative energy (zero: lowest compared OMol25 entry of this formula, charge and spin)**: 41.0 kcal per mole
**E_LUMO**: 0.0411 Eh
**HOMO**: -8.704 eV
**Structure (SMILES)**: CC1=CCCC1
**Maximum force**: 0.0720 hartree/bohr

Cartesian coordinates (Å):
C1 -2.2641 -0.0546 0.0133
C2 -0.7369 -0.0549 -0.1286
C3 0.0414 -1.0945 -0.1308
C4 1.4909 -0.8050 0.1425
C5 1.5631 0.6912 -0.1513
C6 0.0769 1.2020 0.0920
H1 -2.8220 -0.9369 -0.6159
H2 -2.5620 -0.2430 1.1533
H3 -2.7162 0.8947 -0.1944
H4 -0.2249 -2.1806 -0.2040
H5 2.2322 -1.5459 -0.4252
H6 1.5379 -1.1161 1.4051
H7 1.7762 0.9776 -1.2455
H8 2.2462 1.1354 0.5360
H9 -0.0575 1.6538 1.1402
H10 -0.4374 2.0563 -0.5729

Atom charges from the Mulliken analysis, given in e for atoms 1 to 2: -1.21, 0.47

***

[8]
A structure of composition C19H39AlCl2CsF3KNNbO14S2, computed with ωB97M-V with the def2-TZVPD basis set.

**E_LUMO**: -0.2286 Eh
**HOMO**: -7.534 eV
**Maximum force**: 0.1111 hartree/bohr
**Net charge**: +1

Cartesian coordinates (Å):
C1 2.9881 -2.4266 -2.5229
C2 1.7777 -1.8361 -1.8473
Cl1 1.5599 -2.3707 -0.1890
C3 0.9352 -1.0052 -2.4199
Cl2 1.2500 -0.6083 -4.1357
Nb1 -0.8802 -0.0421 -1.4167
C4 -2.1166 -1.9593 -1.5376
N1 -3.2714 -1.6340 -2.3567
H1 3.7985 -2.5547 -1.8102
H2 2.7338 -3.3872 -2.9777
H3 3.3361 -1.7178 -3.2728
H4 -0.2823 -0.3637 0.2827
H5 -0.0168 1.5807 -1.3363
H6 -1.5157 0.4118 -3.0860
H7 -2.3422 0.7557 -0.6423
H8 -1.5323 -2.7957 -1.9289
H9 -2.5002 -2.1505 -0.5273
H10 -3.3856 -2.3034 -3.1120
H11 -4.0943 -1.7631 -1.7737
C5 7.2707 -4.3135 -3.6784
S1 6.9557 -4.1196 -1.9212
O1 5.9370 -3.0412 -1.7714
C6 8.5572 -3.4036 -1.5185
H12 6.3746 -4.7211 -4.1500
H13 7.5074 -3.3487 -4.1236
H14 8.0972 -5.0066 -3.8298
H15 8.7127 -2.4931 -2.0985
H16 9.3421 -4.1286 -1.7339
H17 8.5655 -3.1645 -0.4570
O2 -0.2237 3.8241 2.7322
S2 -0.9407 2.6846 3.2049
O3 -1.8908 2.0021 2.4146
O4 -1.6375 3.0671 4.6314
C7 -2.4782 4.2216 4.6879
C8 -3.8456 3.9512 4.0978
C9 0.2188 1.5050 3.8304
H18 -1.9976 5.0751 4.1979
H19 -2.5850 4.4741 5.7502
H20 -3.7772 3.7912 3.0224
H21 -4.5123 4.7956 4.2748
H22 -4.2825 3.0533 4.5347
H23 0.9246 2.0089 4.4907
H24 0.7478 1.0768 2.9796
H25 -0.3235 0.7241 4.3616
Al1 -2.3565 5.3017 7.6654
F1 7.1454 -6.2173 -5.3166
C10 2.1977 1.3688 -7.3138
C11 1.3167 1.5468 -8.5226
O5 1.5700 2.8930 -8.8904
C12 2.8436 3.1720 -8.4847
O6 3.4811 4.0999 -8.8543
O7 3.2904 2.2393 -7.6062
F2 0.0074 1.4132 -8.2095
H26 1.7109 1.6960 -6.3934
H27 2.5369 0.3427 -7.1878
H28 1.5574 0.8889 -9.3599
C13 -6.4742 6.2147 10.7403
C14 -6.0750 5.5387 12.0265
O8 -5.5242 4.3076 11.5653
C15 -5.0256 4.5454 10.3357
O9 -4.2661 3.8192 9.7655
O10 -5.4854 5.7106 9.8263
F3 -7.1433 5.2795 12.8027
H29 -7.4664 5.9129 10.4041
H30 -6.4370 7.2990 10.8027
H31 -5.3246 6.0763 12.6089
C16 -4.4563 -6.4880 -0.3226
C17 -3.6783 -5.2104 -0.0484
C18 -2.7653 -5.3626 1.1575
O11 -4.5898 -4.1342 0.1789
H32 -5.0925 -6.7430 0.5297
H33 -5.1129 -6.3581 -1.1837
H34 -3.7857 -7.3257 -0.5188
H35 -3.0848 -4.9471 -0.9254
H36 -3.3443 -5.5817 2.0595
H37 -2.2233 -4.4340 1.3452
H38 -2.0421 -6.1651 1.0062
H39 -5.1197 -4.3560 0.9530
C19 6.3123 2.8231 -8.5412
O12 5.8394 1.7752 -8.9556
O13 6.9760 3.6389 -9.2169
O14 6.2257 3.2493 -7.3693
K1 0.0930 3.4513 6.1468
Cs1 6.6114 -3.6253 -6.0178

Atom charges from the Mulliken analysis, given in e for atoms 1 to 2: -1.19, 0.80